No. 1
The following is a quantum chemistry calculation of a molecular structure, C27H31N5O2RhS in a non-equilibrium geometry, from the OMol25 dataset.

Structure (XYZ):
```
67
C27H31N5O2RhS | the OMol25 dataset | the ωB97M-V functional and the def2-TZVPD basis
Rh -1.460 0.528 0.633
C 3.776 5.566 0.046
C 2.988 4.302 0.190
C 3.593 3.058 0.095
C 2.873 1.857 0.199
C 3.579 0.641 0.170
N 3.022 -0.542 0.220
C 3.735 -1.807 0.385
C 3.021 -2.728 1.397
C 2.303 -3.924 0.759
N 1.303 -3.483 -0.213
C 0.077 -3.833 -0.284
C -0.797 -3.263 -1.324
C -1.050 -3.951 -2.481
C -1.842 -3.390 -3.508
C -2.109 -4.139 -4.762
C -2.372 -2.110 -3.306
C -2.149 -1.379 -2.152
C -2.776 -0.074 -2.034
N -2.554 0.798 -1.125
C -3.388 2.008 -1.099
C -3.892 2.267 0.329
C -2.864 3.008 1.206
N -1.508 2.498 0.980
C -0.559 3.367 0.826
C 0.832 3.168 0.559
C 1.623 4.323 0.456
C 1.433 1.879 0.359
O 0.775 0.785 0.324
C -1.363 -1.959 -1.089
O -1.190 -1.417 0.048
H 4.690 5.411 -0.522
H 4.072 5.948 1.027
H 3.190 6.354 -0.425
H 4.665 3.012 -0.066
H 4.663 0.674 0.116
H 2.002 -0.523 0.284
H 4.749 -1.592 0.715
H 3.830 -2.303 -0.588
H 2.302 -2.142 1.975
H 3.746 -3.127 2.104
H 1.814 -4.523 1.525
H 3.029 -4.558 0.245
H 1.638 -2.835 -0.925
H -0.290 -4.567 0.430
H -0.629 -4.941 -2.619
H -1.427 -4.975 -4.900
H -2.068 -3.488 -5.636
H -3.127 -4.545 -4.740
H -2.983 -1.676 -4.090
H -3.512 0.154 -2.810
H -4.227 1.903 -1.789
H -2.786 2.857 -1.433
H -4.183 1.313 0.783
H -4.794 2.876 0.285
H -3.124 2.874 2.259
H -2.908 4.078 0.988
H -0.834 4.423 0.917
H 1.148 5.290 0.589
S -0.897 -0.010 5.224
C -2.046 -1.071 4.541
C -2.053 -0.946 3.190
N -1.159 -0.018 2.697
C -0.485 0.543 3.671
H -2.660 -1.717 5.149
H -2.675 -1.511 2.512
H 0.267 1.303 3.514
```

The energy comes out at -53864.15488 eV. Its net charge is +3. Its spin multiplicity is 5. As for the expectation value of S²: 6.0464. The energy relative to the best compared isomer or geometry (same formula, charge and spin) is 20.44 kcal per mole.

No. 2
The following is a quantum chemistry calculation of 2 unconnected molecules or ions with the total composition C27H31NO5 in a non-equilibrium geometry, from the OMol25 dataset.

Structure (XYZ):
```
64
C27H31NO5 | the OMol25 dataset | the ωB97M-V functional and the def2-TZVPD basis
C -4.336 -2.016 -1.855
C -5.030 -0.689 -2.196
C -3.968 0.412 -2.118
N -2.699 -0.301 -1.982
C -1.536 0.315 -1.987
C -0.325 -0.376 -1.777
C 0.871 0.299 -1.611
C 2.166 -0.290 -1.775
C 3.280 0.518 -2.127
C 4.500 -0.058 -2.458
C 4.657 -1.455 -2.404
C 3.581 -2.259 -1.987
C 2.363 -1.684 -1.647
C -2.830 -1.732 -1.780
H -4.667 -2.394 -0.885
H -4.518 -2.775 -2.616
H -5.423 -0.722 -3.216
H -5.846 -0.476 -1.504
H -3.961 1.061 -3.010
H -4.133 1.079 -1.253
H -1.552 1.403 -2.160
H -0.361 -1.469 -1.772
H 0.833 1.383 -1.577
H 3.135 1.600 -2.163
H 5.332 0.573 -2.786
H 5.622 -1.906 -2.631
H 3.694 -3.346 -1.948
H 1.534 -2.293 -1.276
H -2.404 -2.014 -0.805
H -2.270 -2.287 -2.550
C -0.925 -4.192 1.553
C 0.221 -3.383 2.071
O 0.394 -2.150 1.322
C 0.621 -1.080 2.119
C 0.540 0.258 1.461
C -0.789 0.653 1.078
C -1.004 2.069 0.624
C 0.011 2.891 0.115
C -0.282 4.151 -0.405
C -1.566 4.683 -0.259
C -2.581 3.888 0.285
C -2.313 2.576 0.669
O -1.739 -0.145 1.083
C 1.337 1.224 2.238
O 0.934 2.305 2.658
O 2.575 0.766 2.536
C 3.237 1.680 3.432
C 4.318 0.968 4.172
O 0.795 -1.174 3.330
H -0.889 -5.152 2.076
H -1.876 -3.714 1.814
H -0.886 -4.383 0.475
H 0.018 -3.104 3.105
H 1.163 -3.938 2.026
H 1.042 2.530 0.124
H 0.518 4.711 -0.896
H -1.764 5.710 -0.559
H -3.588 4.286 0.427
H -3.110 1.924 1.038
H 3.623 2.527 2.847
H 2.511 2.069 4.156
H 4.893 1.734 4.689
H 3.875 0.320 4.931
H 4.977 0.389 3.527
```

The energy comes out at -40227.79778 eV. Its net charge is 0. Its spin multiplicity is 1.

No. 3
The following is a quantum chemistry calculation of a molecular structure, C27H31Zr in a non-equilibrium geometry, from the OMol25 dataset.

Structure (XYZ):
```
59
C27H31Zr | the OMol25 dataset | the ωB97M-V functional and the def2-TZVPD basis
C 0.730 0.602 1.300
Zr 0.918 -2.575 -2.457
C 0.922 -0.682 -3.657
C -0.712 -3.729 -0.866
C -1.146 -2.351 -0.921
C -1.527 -2.079 -2.288
C -1.260 -3.257 -3.091
C -0.765 -4.285 -2.202
C 2.563 -3.112 -0.575
C 3.123 -2.060 -1.371
C 3.305 -2.573 -2.710
C 2.816 -3.929 -2.756
C 2.403 -4.267 -1.419
H 0.612 -0.413 1.712
H 1.698 0.761 0.815
H 0.040 0.579 0.449
H 1.001 -0.911 -4.747
H 0.008 -0.050 -3.546
H 1.789 -0.017 -3.424
H -0.505 -4.280 0.039
H -1.360 -1.715 -0.063
H -1.997 -1.168 -2.635
H -1.476 -3.381 -4.149
H -0.531 -5.306 -2.480
H 2.470 -3.096 0.518
H 3.513 -1.110 -0.984
H 3.782 -2.050 -3.539
H 2.851 -4.608 -3.620
H 2.083 -5.257 -1.091
C 1.574 5.998 -1.556
C 1.172 4.917 -0.601
C 2.160 4.234 0.106
C 1.798 3.249 1.023
C 0.458 2.935 1.341
C 0.286 1.679 2.199
C -1.082 1.137 2.658
C -0.999 0.146 3.655
C -2.103 -0.525 4.152
C -3.383 -0.239 3.663
C -4.572 -0.903 4.292
C -3.483 0.649 2.604
C -2.338 1.236 2.026
C -0.520 3.606 0.592
C -0.151 4.579 -0.374
H 0.701 6.400 -2.075
H 2.117 6.817 -1.065
H 2.256 5.589 -2.307
H 3.216 4.447 -0.068
H 2.572 2.536 1.350
H 0.958 1.740 3.072
H 0.006 -0.222 3.892
H -1.976 -1.278 4.929
H -5.506 -0.552 3.844
H -4.506 -1.984 4.128
H -4.608 -0.765 5.381
H -4.474 0.874 2.213
H -2.436 1.615 0.985
H -1.572 3.311 0.642
H -0.912 5.095 -0.944
```

The energy comes out at -29780.34964 eV. Its net charge is -1. Its spin multiplicity is 1. The energy relative to the best compared isomer or geometry (same formula, charge and spin) is 0.00 kcal per mole.

No. 4
The following is a quantum chemistry calculation of 12 unconnected molecules or ions with the total composition C27H32B2Cl33F13NO6PS in a non-equilibrium geometry, from the OMol25 dataset.

Structure (XYZ):
```
116
C27H32B2Cl33F13NO6PS | the OMol25 dataset | the ωB97M-V functional and the def2-TZVPD basis
C 5.903 -2.240 0.545
C 4.670 -2.329 -0.510
N 5.110 -2.240 -1.935
C 4.721 -0.974 -2.592
C 3.445 -1.043 -3.611
C 2.708 -2.434 -3.823
C 1.118 -2.422 -3.577
C 0.673 -2.823 -2.103
F 1.761 -3.098 -1.220
F -0.059 -4.059 -2.172
C -0.266 -1.784 -1.344
F 0.452 -0.711 -0.734
F -0.824 -2.504 -0.234
C -1.506 -1.222 -2.177
F -1.926 -2.135 -3.181
F -1.050 -0.015 -2.799
C -2.740 -0.748 -1.243
F -2.262 -0.067 -0.087
F -3.532 -1.852 -0.819
C -3.749 0.263 -1.958
F -3.249 1.612 -2.033
F -4.879 0.349 -1.092
C -4.331 -0.209 -3.368
F -4.729 -1.556 -3.403
F -3.515 0.103 -4.464
F -5.529 0.533 -3.566
P 2.472 0.581 -3.536
S 1.644 0.835 -5.315
O 4.167 -0.888 -4.892
C 5.128 0.147 -4.703
O 5.380 1.003 -5.558
C 5.862 -0.026 -3.255
C 7.263 -0.674 -3.705
B 8.515 -0.345 -2.719
O 9.744 0.260 -3.205
O 8.527 -0.653 -1.300
B 6.024 1.346 -2.362
O 6.221 1.369 -0.947
O 5.924 2.642 -3.011
C 5.038 3.491 -2.195
H 6.902 -2.510 0.068
H 5.735 -3.023 1.375
H 5.961 -1.232 1.071
H 4.254 -3.395 -0.369
H 3.815 -1.631 -0.229
H 6.124 -2.395 -1.918
H 4.290 -0.251 -1.793
H 2.838 -2.723 -4.929
H 3.183 -3.306 -3.243
H 0.605 -1.470 -3.978
H 0.709 -3.258 -4.257
H 3.264 1.748 -3.308
H 1.388 0.595 -2.606
H 7.534 -0.202 -4.722
H 7.195 -1.800 -3.900
H 9.749 0.128 -4.177
H 9.041 0.068 -0.871
H 5.960 0.517 -0.534
H 4.463 4.205 -2.876
H 5.623 4.055 -1.398
H 4.243 2.830 -1.691
Cl -7.722 3.585 -0.991
C -6.125 4.089 -0.419
Cl -6.092 4.170 1.351
Cl -4.877 2.986 -1.013
H -5.920 5.083 -0.810
Cl -4.225 7.851 3.703
C -5.179 7.962 2.216
Cl -6.511 9.108 2.416
Cl -4.153 8.431 0.853
H -5.599 6.982 2.006
Cl 2.937 -8.239 -0.910
C 2.701 -6.494 -1.077
Cl 3.693 -5.617 0.097
Cl 3.077 -5.971 -2.725
H 1.655 -6.269 -0.876
Cl -9.520 -0.460 3.003
C -9.484 1.015 2.026
Cl -7.937 1.165 1.183
Cl -10.825 1.030 0.873
H -9.595 1.869 2.692
Cl -14.081 -1.843 2.864
C -13.056 -2.102 4.283
Cl -13.707 -1.248 5.688
Cl -12.894 -3.831 4.626
H -12.067 -1.702 4.067
Cl 10.620 -2.252 0.654
C 10.269 -3.745 -0.228
Cl 10.201 -5.120 0.882
Cl 8.752 -3.598 -1.128
H 11.073 -3.918 -0.940
Cl -15.105 -3.317 8.517
C -15.497 -4.806 7.646
Cl -15.614 -6.170 8.766
Cl -17.004 -4.617 6.738
H -14.695 -5.010 6.940
Cl 9.506 -4.295 -4.882
C 10.426 -5.566 -4.062
Cl 11.886 -4.894 -3.319
Cl 9.424 -6.375 -2.850
H 10.728 -6.302 -4.803
Cl -0.417 5.456 3.863
C -0.598 7.205 3.664
Cl 0.444 8.071 4.802
Cl -0.235 7.682 2.000
H -1.631 7.468 3.878
Cl 4.781 10.272 6.977
C 3.697 9.118 6.188
Cl 4.621 7.940 5.246
Cl 2.682 8.300 7.384
H 3.049 9.668 5.508
Cl -10.323 0.872 7.036
C -11.463 1.069 8.374
Cl -12.712 -0.182 8.307
Cl -10.616 1.023 9.926
H -11.945 2.039 8.275
```

The energy comes out at -512335.62540 eV. As for the SMILES: CCN[C@@H]1[C@@](CCC(F)(F)C(F)(F)C(F)(F)C(F)(F)C(F)(F)C(F)(F)F)([PH2]=S)OC(=O)[C@@]1(CB(O)O)B(O)OC.ClC(Cl)Cl.ClC(Cl)Cl.ClC(Cl)Cl.ClC(Cl)Cl.ClC(Cl)Cl.ClC(Cl)Cl.ClC(Cl)Cl.ClC(Cl)Cl.ClC(Cl)Cl.ClC(Cl)Cl.ClC(Cl)Cl. Its net charge is 0. Its spin multiplicity is 1.